Entry 1:
Formula: C48H68FeN3O6P2S2
Source: the Open Molecules 2025 dataset
Level of theory: ωB97M-V/def2-TZVPD

Values from the calculation:
* relative energy (zero: lowest compared OMol25 entry of this formula, charge and spin): 5.7 kcal/mol
* <S²>: 8.76
* E_HOMO (alpha / beta): -7.295 / -7.287 eV
* 2S+1: 6
* orbital gap (alpha / beta): 6.863 / 6.647 eV
* max |F|: 0.636 eV Å⁻¹
* LUMO (alpha / beta): -0.4323 / -0.6399 eV

```
130
C48H68FeN3O6P2S2 (ωB97M-V/def2-TZVPD)
Fe -0.1884 0.0242 0.0531
S -0.0878 3.1337 3.4160
C -1.1070 1.8675 3.9525
C -1.2633 0.8956 3.0109
C -0.5420 1.1437 1.8003
C 0.1363 2.3283 1.9048
C 0.9681 2.8358 0.8316
C 1.6214 4.0662 0.8479
C 2.3850 4.4322 -0.2425
C 2.4721 3.5674 -1.3252
C 1.7862 2.3679 -1.2602
N 1.0598 1.9980 -0.2114
H -1.5431 1.9117 4.9387
H -1.8777 0.0220 3.1606
H 1.5229 4.7155 1.7076
H 2.9012 5.3836 -0.2534
H 3.0463 3.8157 -2.2065
H 1.7879 1.6710 -2.0800
O -1.1972 -1.5799 0.1400
N -1.5847 -2.8477 0.3045
C -1.1070 -3.7027 -0.6415
C -1.3464 -5.0389 -0.5773
C -2.1266 -5.5214 0.4887
C -2.6614 -4.6414 1.3790
C -2.4609 -3.2311 1.2973
S -3.2479 -2.1596 2.3127
H -0.5622 -3.2096 -1.4362
H -0.9493 -5.6862 -1.3446
H -2.3242 -6.5809 0.5888
H -3.2981 -4.9726 2.1860
C -4.3410 1.3659 0.9985
C -4.0066 1.9230 -0.3846
C -5.2600 1.9479 -1.2658
P -2.4879 1.1521 -1.1311
C -2.9851 -0.3199 -2.1570
C -3.4128 -0.1190 -3.6071
C -3.9967 -1.1931 -1.4070
C -1.8503 2.5248 -2.2200
C -1.4580 3.6983 -1.3076
C -2.7146 3.0958 -3.3480
H -5.0910 2.0007 1.4779
H -3.4632 1.3266 1.6394
H -4.7455 0.3564 0.9358
H -3.6771 2.9573 -0.2416
H -5.7764 0.9906 -1.2321
H -5.0544 2.1859 -2.3073
H -5.9543 2.7001 -0.8828
H -2.0572 -0.8889 -2.1747
H -4.3227 0.4763 -3.6961
H -3.6165 -1.0989 -4.0485
H -2.6303 0.3510 -4.2025
H -5.0185 -0.8497 -1.5634
H -3.8071 -1.2261 -0.3343
H -3.9376 -2.2163 -1.7882
H -0.9430 2.0914 -2.6521
H -2.3105 4.3657 -1.1655
H -0.6596 4.2869 -1.7642
H -1.1309 3.3777 -0.3222
H -3.6121 3.5703 -2.9493
H -3.0135 2.3651 -4.0927
H -2.1458 3.8767 -3.8607
O 1.6964 -0.7777 0.7594
P 2.4179 -1.8668 1.5382
C 3.4754 -1.2402 2.9133
C 3.0130 0.1166 3.4660
C 3.3481 1.2824 2.5294
C 4.5945 1.0339 1.6782
C 5.5967 0.1580 2.4179
C 5.0146 -1.2264 2.7588
C 3.4696 -2.9689 0.5224
C 2.6436 -3.8936 -0.3833
C 1.9683 -3.1213 -1.5095
C 2.9259 -2.1312 -2.1999
C 4.3737 -2.4105 -1.8200
C 4.5552 -2.2282 -0.3123
C 1.1734 -2.9623 2.3018
C 0.2620 -2.2024 3.2869
C 0.6808 -2.2691 4.7540
C 0.9109 -3.7102 5.1915
C 2.0025 -4.3442 4.3387
C 1.6277 -4.3288 2.8566
H 3.2531 -1.9997 3.6650
H 3.5283 0.2479 4.4234
H 1.9437 0.1230 3.6861
H 3.4658 2.1904 3.1265
H 2.5065 1.4370 1.8682
H 5.0534 1.9830 1.3939
H 4.2915 0.5543 0.7450
H 5.8835 0.6696 3.3412
H 6.5137 0.0366 1.8377
H 5.4327 -1.5556 3.7132
H 5.3419 -1.9623 2.0294
H 3.9645 -3.5868 1.2803
H 1.8934 -4.4460 0.1846
H 3.3235 -4.6465 -0.7914
H 1.1260 -2.5658 -1.1017
H 1.5546 -3.8243 -2.2336
H 2.6805 -1.1136 -1.8761
H 2.7932 -2.1665 -3.2825
H 5.0500 -1.7298 -2.3414
H 4.6579 -3.4212 -2.1248
H 4.5277 -1.1587 -0.1077
H 5.5466 -2.5742 -0.0136
H 0.5582 -3.1642 1.4160
H -0.7379 -2.6346 3.2132
H 0.1486 -1.1686 2.9630
H -0.1040 -1.8040 5.3546
H 1.5909 -1.6922 4.9408
H -0.0180 -4.2782 5.0677
H 1.1766 -3.7564 6.2495
H 2.1777 -5.3788 4.6424
H 2.9466 -3.8157 4.5073
H 0.7839 -5.0139 2.7217
H 2.4466 -4.7452 2.2677
O -0.3376 -1.9374 -2.9700
C 0.1550 -0.8164 -2.9676
O 0.2471 -0.0118 -1.9661
C 0.6200 -0.2628 -4.3005
C 1.8128 0.4359 -4.4505
C 2.2006 0.9126 -5.6912
C 1.3653 0.6929 -6.7709
C 0.1782 -0.0074 -6.6584
C -0.1804 -0.4981 -5.4145
N 1.7629 1.2134 -8.0921
O 1.0282 0.9864 -9.0316
O 2.8019 1.8392 -8.1617
H 2.4628 0.5787 -3.6009
H 3.1296 1.4443 -5.8328
H -0.4363 -0.1652 -7.5320
H -1.0852 -1.0783 -5.2957
```

These are the Löwdin partial charges, in e, on atoms 1 to 6: number 1, Fe, carries 0.97; number 2, S, carries 1.02; number 3, C, carries -0.40; number 4, C, carries -0.24; number 5, C, carries -0.22; number 6, C, carries -0.56

Entry 2:
Formula: C18H35As3N2OOsS
Source: the Open Molecules 2025 dataset
Level of theory: ωB97M-V/def2-TZVPD

Values from the calculation:
* relative energy (zero: lowest compared OMol25 entry of this formula, charge and spin): 1.0 kcal/mol
* <S²>: 6.04
* E_HOMO (alpha / beta): -19.777 / -20.210 eV
* 2S+1: 5
* orbital gap (alpha / beta): 8.527 / 5.885 eV
* total charge: +4
* max |F|: 0.214 eV Å⁻¹
* LUMO (alpha / beta): -11.2500 / -14.3253 eV

```
61
C18H35As3N2OOsS (ωB97M-V/def2-TZVPD)
Os -1.4496 1.1253 -0.2428
C -1.0569 -1.8262 1.7938
As -0.0344 -0.3202 1.1329
C 0.5985 0.5423 2.7454
C 1.6169 -1.1223 0.4370
C 1.6574 -1.7540 -0.9675
C 0.6304 -2.8695 -1.1389
C 1.4624 -0.6602 -2.0359
As -0.2498 0.2714 -2.2058
C -1.2734 -0.7210 -3.5137
C 0.3256 1.8384 -3.1920
C 3.1003 -2.2844 -1.2369
As 3.7844 -3.9625 -0.4900
C 3.6974 -4.1645 1.4194
C 3.1818 -5.5352 -1.4136
H -0.4078 -2.3937 2.4618
H -1.3984 -2.4636 0.9829
H -1.9102 -1.4882 2.3785
H 1.4021 -0.0480 3.1842
H -0.2255 0.6016 3.4557
H 0.9687 1.5412 2.5237
H 1.8637 -1.8637 1.2031
H 2.3687 -0.3312 0.5082
H -0.3920 -2.4864 -1.0830
H 0.7286 -3.6347 -0.3646
H 0.7373 -3.3542 -2.1112
H 1.6301 -1.0714 -3.0345
H 2.2027 0.1323 -1.8952
H -0.6164 -1.0114 -4.3331
H -2.0479 -0.0723 -3.9235
H -1.7229 -1.6105 -3.0766
H 0.9125 1.5106 -4.0505
H 0.9454 2.4803 -2.5674
H -0.5398 2.3924 -3.5529
H 3.8415 -1.5320 -0.9573
H 3.2247 -2.4557 -2.3093
H 4.0474 -3.2581 1.9081
H 4.3460 -4.9970 1.6920
H 2.6722 -4.4048 1.7081
H 3.1832 -5.3525 -2.4860
H 2.1809 -5.7916 -1.0612
H 3.8696 -6.3468 -1.1773
O -3.2811 1.4199 -1.4142
H -3.5389 0.8384 -2.1432
H -3.8434 2.2084 -1.4614
N -3.7663 0.8757 2.3240
C -3.2336 2.0759 2.2716
N -2.3547 2.4417 1.2916
C -2.0325 3.7512 1.4291
C -1.1712 4.4909 0.5746
C -0.9613 5.8078 0.8453
C -1.5822 6.4362 1.9707
C -2.4255 5.7300 2.8357
C -2.6423 4.4055 2.5590
S -3.6454 3.2909 3.4324
H -3.6215 0.2137 1.5750
H -4.4587 0.6357 3.0244
H -0.7017 4.0146 -0.2772
H -0.3185 6.4033 0.2105
H -1.3919 7.4865 2.1564
H -2.8848 6.2254 3.6816
```

These are the Löwdin partial charges, in e, on atoms 1 to 6: number 1, Os, carries 0.85; number 2, C, carries -0.24; number 3, As, carries 0.99; number 4, C, carries -0.24; number 5, C, carries -0.30; number 6, C, carries -0.65

Entry 3:
Formula: C2HFKOP
Source: the Open Molecules 2025 dataset
Level of theory: ωB97M-V/def2-TZVPD

Values from the calculation:
* relative energy (zero: lowest compared OMol25 entry of this formula, charge and spin): 0.0 kcal/mol
* E_HOMO: -5.763 eV
* orbital gap: 4.843 eV
* max |F|: 1.194 eV Å⁻¹
* LUMO: -0.9193 eV

```
7
C2HFKOP (ωB97M-V/def2-TZVPD)
O 0.3834 -0.1099 -0.7017
C 0.1854 1.1592 -0.2345
C -1.0020 1.7663 -0.1835
H -1.2254 2.8169 -0.0301
P 1.7849 0.6741 0.3350
F -2.0932 0.9309 0.0316
K -1.0356 -1.8227 0.4207
```

These are the Löwdin partial charges, in e, on atoms 1 to 6: number 1, O, carries -0.60; number 2, C, carries -0.81; number 3, C, carries -0.18; number 4, H, carries 0.09; number 5, P, carries 0.73; number 6, F, carries -0.12

Entry 4:
Formula: H20O10
Source: the Open Molecules 2025 dataset
Level of theory: ωB97M-V/def2-TZVPD

Values from the calculation:
* relative energy (zero: lowest compared OMol25 entry of this formula, charge and spin): 82.7 kcal/mol
* E_HOMO: -11.167 eV
* orbital gap: 11.335 eV
* structure (SMILES): O.O.O.O.O.O.O.O.O.O
* max |F|: 0.350 eV Å⁻¹
* LUMO: 0.1684 eV

```
30
H20O10 (ωB97M-V/def2-TZVPD)
O -0.3868 3.1971 -3.9365
H 0.2252 3.9001 -3.7184
H -0.2535 2.5418 -3.2516
O -0.9634 -1.4739 5.4970
H -0.6086 -1.9883 4.7719
H -1.7819 -1.9144 5.7258
O -0.5105 -0.5047 -1.1100
H 0.3594 -0.4958 -0.7108
H -1.1140 -0.5606 -0.3691
O 3.8952 -1.7903 -4.7640
H 4.4195 -1.2314 -4.1905
H 3.7819 -1.2753 -5.5629
O 2.2737 4.4380 -0.4638
H 2.7464 5.0704 0.0774
H 1.5008 4.2103 0.0529
O 0.7924 -4.0924 2.4873
H 1.1613 -4.8410 2.9561
H 0.2509 -4.4822 1.8009
O 5.8520 1.8822 -2.8915
H 5.1735 2.3559 -2.4104
H 6.4320 2.5667 -3.2251
O -3.3594 -5.5434 0.7181
H -3.9311 -5.7567 1.4556
H -3.8943 -4.9858 0.1532
O -5.5736 0.7301 1.3117
H -6.0939 0.0442 0.8933
H -6.1810 1.4627 1.4151
O -1.0919 3.0020 2.2544
H -2.0132 3.1157 2.0209
H -1.1069 2.4189 3.0134
```

These are the Löwdin partial charges, in e, on atoms 1 to 6: number 1, O, carries -0.05; number 2, H, carries 0.03; number 3, H, carries 0.02; number 4, O, carries -0.05; number 5, H, carries 0.02; number 6, H, carries 0.03

Entry 5:
Formula: C4H6O
Source: the Open Molecules 2025 dataset
Level of theory: ωB97M-V/def2-TZVPD

Values from the calculation:
* relative energy (zero: lowest compared OMol25 entry of this formula, charge and spin): 49.1 kcal/mol
* E_HOMO: -9.552 eV
* orbital gap: 10.546 eV
* structure (SMILES): O=C1CCC1
* max |F|: 3.067 eV Å⁻¹
* LUMO: 0.9940 eV

```
11
C4H6O (ωB97M-V/def2-TZVPD)
O 0.4530 1.2550 1.7038
C 0.4579 0.5502 0.7327
C 0.2969 -0.9683 0.6154
C -0.7307 -0.6385 -0.4669
C 0.1229 0.9297 -0.6564
H 1.1872 -1.5069 0.2934
H -0.0927 -1.3960 1.5479
H -1.7341 -0.5269 -0.0619
H -0.5663 -0.3892 -1.4983
H -0.3621 1.8933 -0.8465
H 0.9681 0.7976 -1.3632
```

These are the Löwdin partial charges, in e, on atoms 1 to 6: number 1, O, carries 0.08; number 2, C, carries -0.51; number 3, C, carries -0.11; number 4, C, carries -0.06; number 5, C, carries -0.03; number 6, H, carries 0.11

Entry 6:
Formula: C46H48BIN14P2RuSe2
Source: the Open Molecules 2025 dataset
Level of theory: ωB97M-V/def2-TZVPD

Values from the calculation:
* relative energy (zero: lowest compared OMol25 entry of this formula, charge and spin): 24.8 kcal/mol
* <S²>: 0.76
* E_HOMO (alpha / beta): -9.465 / -9.466 eV
* 2S+1: 2
* orbital gap (alpha / beta): 6.674 / 6.116 eV
* total charge: +1
* max |F|: 1.103 eV Å⁻¹
* LUMO (alpha / beta): -2.7913 / -3.3497 eV

```
115
C46H48BIN14P2RuSe2 (ωB97M-V/def2-TZVPD)
Ru 1.3425 0.3366 0.7873
Se -2.8652 1.4256 -5.3233
P -2.9333 0.1492 -3.6760
C -4.3651 0.4630 -2.6064
C -5.6384 0.2366 -3.1326
C -6.7655 0.6148 -2.4256
C -6.6344 1.2539 -1.1979
C -5.3731 1.4962 -0.6806
C -4.2395 1.0958 -1.3753
C -3.0198 -1.5971 -4.1706
C -2.1995 -1.9982 -5.2272
C -2.2762 -3.2898 -5.7158
C -3.1779 -4.1933 -5.1633
C -4.0005 -3.7990 -4.1210
C -3.9254 -2.5006 -3.6289
C -1.5067 0.2775 -2.5527
C -0.9657 -0.4289 -1.4755
N 0.0774 0.3319 -1.0212
N 0.1620 1.4025 -1.7842
N -0.7640 1.3938 -2.6957
P -1.3028 -1.8823 -0.5026
Se 0.0625 -1.6750 1.2146
C -3.0088 -2.0333 0.0529
C -3.4591 -1.2237 1.0897
C -4.7671 -1.3109 1.5288
C -5.6413 -2.2001 0.9187
C -5.1995 -3.0082 -0.1184
C -3.8824 -2.9359 -0.5472
C -0.9441 -3.4240 -1.3478
C -0.9821 -4.5946 -0.5887
C -0.6752 -5.8064 -1.1798
C -0.3263 -5.8520 -2.5254
C -0.2941 -4.6897 -3.2796
C -0.6072 -3.4709 -2.6932
H -5.7437 -0.2055 -4.1164
H -7.7472 0.4365 -2.8437
H -7.5158 1.5689 -0.6550
H -5.2655 2.0037 0.2701
H -3.2595 1.3119 -0.9658
H -1.5329 -1.2778 -5.6858
H -1.6459 -3.5893 -6.5429
H -3.2464 -5.1990 -5.5565
H -4.7150 -4.4941 -3.6990
H -4.5860 -2.1919 -2.8302
H -2.7704 -0.5296 1.5446
H -5.1125 -0.6822 2.3391
H -6.6683 -2.2644 1.2527
H -5.8781 -3.7061 -0.5901
H -3.5403 -3.5860 -1.3402
H -1.2377 -4.5621 0.4646
H -0.6979 -6.7141 -0.5926
H -0.0798 -6.7997 -2.9854
H -0.0260 -4.7236 -4.3264
H -0.5784 -2.5637 -3.2801
B 2.4384 -1.8794 3.2543
N 3.2270 -1.8043 1.9056
C 4.3268 -2.5148 1.6566
C 4.9493 -2.0212 0.5263
C 4.1431 -0.9722 0.1292
N 3.0886 -0.8418 0.9447
N 2.1483 -0.4068 3.6567
C 2.2801 0.0964 4.8801
C 1.9257 1.4378 4.8605
C 1.5835 1.6766 3.5437
N 1.7139 0.5517 2.8180
H 1.4327 -2.5338 3.2095
H 3.1907 -2.3096 4.0862
H 4.6272 -3.2751 2.3568
H 5.8731 -2.3456 0.0840
H 4.3156 -0.2567 -0.6483
H 2.6411 -0.5347 5.6732
H 1.9329 2.1323 5.6809
H 1.2590 2.5881 3.0743
I 2.1595 -2.1596 -2.4874
C 2.9187 -0.2295 -2.7440
C 3.6037 0.0254 -3.9275
C 4.0393 1.3151 -4.1638
C 3.7472 2.2929 -3.2235
C 3.0572 1.9297 -2.0845
N 2.6678 0.6766 -1.8178
H 3.7678 -0.7689 -4.6407
H 4.5738 1.5535 -5.0732
H 4.0282 3.3255 -3.3743
H 2.7665 2.6747 -1.3600
C 5.7593 3.2143 4.4569
C 5.1889 4.5771 4.0844
C 3.8428 4.8295 4.7555
C 5.1006 4.7905 2.5766
N 4.0768 3.9640 1.9372
C 2.8536 4.2814 1.4974
N 2.3363 3.2100 0.9456
N 3.2520 2.2535 1.0576
N 4.3040 2.6813 1.6537
H 5.8810 3.1429 5.5377
H 6.7335 3.0456 3.9974
H 5.0953 2.4073 4.1404
H 5.8870 5.3503 4.4208
H 3.1465 4.0170 4.5338
H 3.3917 5.7698 4.4302
H 3.9576 4.8788 5.8378
H 6.0386 4.5682 2.0704
H 4.8296 5.8239 2.3581
H 2.3971 5.2506 1.5926
C -1.2030 0.6655 3.5745
C -1.1930 1.5653 2.3832
N -0.4071 1.5954 1.3126
C -0.7790 2.7114 0.5820
C -1.8195 3.3287 1.1863
N -2.0724 2.5868 2.3183
H -0.6220 -0.2339 3.4045
H -2.2258 0.3699 3.8122
H -0.7916 1.1849 4.4405
H -0.2798 2.9770 -0.3290
H -2.3932 4.1966 0.9193
H -2.7699 2.7788 3.0191
```

These are the Löwdin partial charges, in e, on atoms 1 to 6: number 1, Ru, carries 1.09; number 2, Se, carries 0.31; number 3, P, carries 0.48; number 4, C, carries -0.35; number 5, C, carries -0.10; number 6, C, carries -0.06

Entry 7:
Formula: C40H30ClIOPPdS
Source: the Open Molecules 2025 dataset
Level of theory: ωB97M-V/def2-TZVPD

Values from the calculation:
* relative energy (zero: lowest compared OMol25 entry of this formula, charge and spin): 3.5 kcal/mol
* E_HOMO: -10.226 eV
* orbital gap: 7.636 eV
* total charge: +1
* max |F|: 1.136 eV Å⁻¹
* LUMO: -2.5908 eV

```
76
C40H30ClIOPPdS (ωB97M-V/def2-TZVPD)
Pd -0.2232 0.2123 -0.5646
Cl -1.8906 2.1230 -0.2281
C -3.3150 1.3997 -0.9859
C -4.3486 2.2484 -1.3259
C -5.4810 1.7139 -1.9241
C -5.5621 0.3531 -2.1730
C -4.5128 -0.4809 -1.8187
C -3.3634 0.0252 -1.2135
P -2.0586 -1.1094 -0.6069
C -2.0769 -2.5286 -1.7126
C -2.1609 -2.3212 -3.0897
C -2.0168 -3.3853 -3.9639
C -1.7756 -4.6602 -3.4701
C -1.6807 -4.8709 -2.1025
C -1.8241 -3.8087 -1.2223
C -2.7320 -1.6442 0.9888
C -3.7759 -2.5678 1.0708
C -4.3303 -2.8841 2.2986
C -3.8590 -2.2707 3.4540
C -2.8396 -1.3356 3.3780
C -2.2782 -1.0214 2.1477
H -4.2670 3.3084 -1.1311
H -6.2976 2.3683 -2.1972
H -6.4440 -0.0619 -2.6414
H -4.5807 -1.5422 -2.0215
H -2.3517 -1.3299 -3.4816
H -2.0864 -3.2192 -5.0305
H -1.6556 -5.4901 -4.1538
H -1.4938 -5.8643 -1.7175
H -1.7287 -3.9779 -0.1577
H -4.1561 -3.0446 0.1756
H -5.1328 -3.6071 2.3568
H -4.2951 -2.5195 4.4124
H -2.4793 -0.8482 4.2742
H -1.4936 -0.2756 2.0821
I 0.7590 0.1879 -3.3304
C 2.3894 -0.6736 -2.3894
C 3.5560 -0.7378 -3.0939
C 4.6769 -1.3989 -2.5487
C 4.5783 -2.0174 -1.3418
C 3.3737 -1.9760 -0.5951
C 3.2839 -2.6621 0.6404
C 2.1375 -2.6265 1.3700
C 1.0358 -1.8633 0.9192
C 1.1000 -1.1608 -0.2540
C 2.2528 -1.2527 -1.0928
H 3.6206 -0.2999 -4.0803
H 5.6018 -1.4269 -3.1087
H 5.4216 -2.5575 -0.9294
H 4.1419 -3.2277 0.9819
H 2.0608 -3.1721 2.3019
H 0.1531 -1.8234 1.5394
O 1.2748 1.8262 -0.4476
S 2.6390 2.2273 0.0673
C 2.5874 4.0058 0.0889
C 3.6921 4.6939 0.5747
C 3.6673 6.0772 0.5810
C 2.5538 6.7563 0.0969
C 1.4671 6.0538 -0.3985
C 1.4769 4.6638 -0.4086
C 2.6234 1.8863 1.8060
C 1.6870 2.4844 2.6444
C 1.6407 2.1047 3.9723
C 2.5225 1.1379 4.4517
C 3.4504 0.5492 3.6088
C 3.5011 0.9201 2.2700
H 4.5566 4.1584 0.9494
H 4.5172 6.6285 0.9596
H 2.5416 7.8379 0.1024
H 0.6086 6.5869 -0.7849
H 0.6475 4.0916 -0.8016
H 1.0174 3.2440 2.2589
H 0.9263 2.5655 4.6414
H 2.4810 0.8453 5.4926
H 4.1335 -0.1987 3.9879
H 4.2115 0.4598 1.5938
```

These are the Löwdin partial charges, in e, on atoms 1 to 6: number 1, Pd, carries 0.45; number 2, Cl, carries 0.73; number 3, C, carries -0.59; number 4, C, carries -0.09; number 5, C, carries -0.05; number 6, C, carries -0.05